(1)
{"formula": "C26H26I2N6NiO3", "method": "the ωB97M-V functional and the def2-TZVPD basis", "elements": ["Ni", "O", "C", "C", "C", "C", "C", "C", "C", "O", "N", "N", "C", "C", "C", "C", "C", "C", "N", "H", "H", "H", "H", "H", "H", "H", "H", "H", "H", "I", "C", "C", "C", "I", "C", "C", "C", "C", "N", "C", "C", "O", "H", "H", "H", "H", "C", "C", "C", "C", "N", "N", "H", "H", "H", "H", "H", "H", "H", "H", "H", "H", "H", "H"], "positions_angstrom": [[0.387, -0.116, 0.589], [-2.923, 1.374, -2.377], [-3.098, 2.544, -1.743], [-4.039, 3.403, -2.311], [-4.287, 4.635, -1.746], [-3.604, 5.048, -0.600], [-2.667, 4.202, -0.040], [-2.394, 2.941, -0.589], [-1.383, 2.047, 0.037], [-1.282, 0.864, -0.390], [-0.659, 2.587, 1.049], [0.230, 1.655, 1.491], [0.947, 1.899, 2.514], [1.921, 0.848, 2.937], [2.652, 0.959, 4.104], [3.496, -0.082, 4.464], [3.584, -1.200, 3.654], [2.825, -1.219, 2.495], [2.029, -0.214, 2.140], [-2.231, 0.887, -1.869], [-4.560, 3.073, -3.201], [-5.023, 5.287, -2.203], [-3.809, 6.014, -0.158], [-2.120, 4.495, 0.846], [0.833, 2.824, 3.071], [2.551, 1.843, 4.722], [4.073, -0.017, 5.379], [4.221, -2.037, 3.902], [2.850, -2.059, 1.809], [0.132, -4.397, -2.311], [-0.822, -3.864, -0.558], [-1.773, -4.755, -0.006], [-2.426, -4.475, 1.158], [-3.784, -5.853, 1.900], [-2.157, -3.252, 1.835], [-2.744, -2.841, 3.059], [-2.398, -1.648, 3.621], [-1.467, -0.823, 2.956], [-0.921, -1.170, 1.824], [-1.231, -2.376, 1.259], [-0.508, -2.667, 0.050], [0.378, -1.802, -0.372], [-1.978, -5.684, -0.521], [-3.463, -3.490, 3.541], [-2.831, -1.324, 4.557], [-1.189, 0.153, 3.345], [3.052, 1.019, -3.583], [2.186, -0.165, -3.193], [3.052, -1.305, -2.634], [1.407, -0.665, -4.403], [1.150, 0.275, -2.233], [1.655, 0.597, -0.924], [3.791, 0.718, -4.330], [3.604, 1.413, -2.723], [2.440, 1.822, -3.997], [3.591, -1.800, -3.445], [2.430, -2.050, -2.129], [3.817, -0.949, -1.934], [2.093, -0.938, -5.208], [0.726, 0.108, -4.765], [0.815, -1.549, -4.147], [0.514, -0.502, -2.062], [1.781, 1.603, -0.858], [2.558, 0.158, -0.745]], "e_lumo_ev": -0.390, "orbital_gap_ev": 7.30, "spin_multiplicity": 1, "homo_energy_ha": -0.283}

***

(2)
{"formula": "C26H26N3O5S", "method": "the ωB97M-V functional and the def2-TZVPD basis", "elements": ["C", "C", "O", "C", "C", "C", "C", "N", "N", "C", "N", "C", "C", "C", "C", "C", "C", "O", "O", "H", "H", "H", "H", "H", "H", "H", "H", "H", "H", "H", "H", "H", "H", "H", "C", "C", "C", "C", "S", "C", "C", "C", "C", "C", "C", "C", "O", "O", "C", "C", "H", "H", "H", "H", "H", "H", "H", "H", "H", "H", "H"], "positions_angstrom": [[6.667, 1.551, 3.423], [5.163, 1.540, 3.477], [4.768, 0.152, 3.593], [3.401, 0.044, 3.708], [3.027, -1.369, 3.614], [1.757, -1.619, 3.109], [1.208, -2.978, 2.844], [1.016, -0.532, 2.770], [-0.125, -0.736, 2.217], [-0.915, 0.442, 2.170], [-2.155, 0.036, 1.677], [-3.271, 0.833, 1.450], [-4.479, 0.228, 1.032], [-5.621, 0.999, 0.858], [-5.585, 2.388, 1.079], [-4.378, 2.994, 1.462], [-3.222, 2.232, 1.634], [-0.557, 1.570, 2.489], [2.736, 1.065, 3.856], [7.030, 2.582, 3.419], [7.083, 1.028, 4.293], [7.033, 1.059, 2.512], [4.769, 2.093, 4.344], [4.725, 1.948, 2.550], [3.823, -2.097, 3.464], [1.987, -3.672, 2.543], [0.718, -3.398, 3.721], [0.466, -2.862, 2.053], [-2.169, -0.971, 1.535], [-4.496, -0.852, 0.856], [-6.553, 0.520, 0.549], [-6.491, 2.987, 0.951], [-4.337, 4.068, 1.629], [-2.282, 2.692, 1.925], [8.870, -2.928, 5.276], [8.377, -3.708, 6.322], [7.032, -3.619, 6.704], [6.187, -2.732, 6.019], [4.453, -2.502, 6.461], [3.559, -3.312, 5.195], [2.369, -4.029, 5.623], [2.040, -5.242, 4.961], [0.824, -5.874, 5.182], [-0.093, -5.333, 6.091], [0.238, -4.164, 6.796], [1.460, -3.527, 6.596], [4.264, -3.221, 7.704], [4.266, -1.070, 6.397], [6.673, -1.969, 4.961], [8.014, -2.066, 4.588], [9.919, -2.985, 4.998], [9.041, -4.390, 6.851], [6.637, -4.219, 7.527], [4.262, -3.844, 4.541], [2.806, -5.655, 4.297], [0.614, -6.807, 4.662], [-1.033, -5.849, 6.291], [-0.437, -3.769, 7.558], [1.754, -2.673, 7.219], [5.998, -1.282, 4.447], [8.367, -1.449, 3.763]], "charge": -1, "e_lumo_ev": 1.618, "orbital_gap_ev": 5.08, "spin_multiplicity": 1, "homo_energy_ha": -0.127}

***

Question: Which formula does entry 2 have?
Answer: C26H26N3O5S